No. 1
Entry from the OMol25 dataset: a 7-piece molecular cluster, C26H53N8O14 overall at a distorted geometry (ωB97M-V/def2-TZVPD).

- HOMO energy: -11.822 eV

Geometry as ORCA input:
```
! wB97M-V def2-TZVPD RIJCOSX def2/J DEFGRID3
* xyz 1 1
C 0.18292 -1.48904 3.15802
C 0.22002 -0.99948 1.71111
O 1.43912 -1.35719 1.07695
C 1.64099 -0.64531 -0.12776
C 2.21928 0.72275 0.21315
C 3.11972 0.82940 1.25128
N 3.63969 2.02006 1.58306
C 3.30072 3.15077 0.95046
C 2.37998 3.11397 -0.08507
C 2.04892 4.47226 -0.68921
C 1.37073 5.30528 0.37664
C -0.02757 4.93127 0.80083
N 2.01114 6.26533 0.89943
C 1.83111 1.88044 -0.49374
C 0.88269 1.81275 -1.64471
C -0.61022 2.06060 -1.27532
C -1.49067 1.10214 -2.07723
C -2.99874 1.40740 -1.99744
C -3.73869 0.74167 -0.82839
C -3.01811 0.84976 0.51732
C -3.91261 0.52312 1.72553
C -4.85577 1.68583 2.02211
O -4.19404 2.72049 2.73309
C -4.03917 3.91764 1.99214
H 1.03022 -2.12491 3.40179
H 0.15099 -0.64831 3.84625
H -0.71537 -2.08365 3.29225
H 0.02350 0.07772 1.66867
H -0.59346 -1.48981 1.16796
H 2.29525 -1.18065 -0.81178
H 0.66313 -0.47404 -0.57651
H 3.43110 -0.02424 1.83225
H 4.29945 2.08402 2.34657
H 3.74021 4.08695 1.26021
H 1.41618 4.37926 -1.56551
H 2.98753 4.95599 -0.94428
H -0.23466 3.87737 0.64792
H -0.13667 5.10576 1.87007
H -0.77329 5.52731 0.27782
H 1.41855 6.69405 1.61129
H 0.94618 0.86974 -2.17845
H 1.17083 2.56370 -2.37700
H -0.72597 1.91653 -0.20272
H -0.91071 3.07211 -1.53288
H -1.20511 1.27813 -3.11660
H -1.24964 0.05696 -1.86795
H -3.09839 2.49038 -2.00177
H -3.43662 1.01109 -2.91465
H -4.70767 1.22929 -0.72151
H -3.86749 -0.31514 -1.06729
H -2.68154 1.88261 0.63384
H -2.15625 0.18347 0.51546
H -4.46455 -0.39701 1.54123
H -3.26176 0.44535 2.59577
H -5.36939 2.02037 1.12082
H -5.63632 1.29630 2.68157
H -4.32662 3.82447 0.94560
H -2.98255 4.20442 2.00442
H -4.57739 4.74218 2.46117
C -2.48947 4.38909 -5.66559
N -1.85512 3.87907 -4.41974
O -2.47466 3.97936 -3.37983
O -0.74754 3.39112 -4.52177
H -3.46376 4.79033 -5.41430
H -1.83855 5.15892 -6.06861
H -2.57347 3.55300 -6.35332
C 2.81732 -2.39275 6.31967
N 1.49932 -2.81931 6.86586
O 1.24182 -2.51740 8.00910
O 0.77533 -3.44573 6.11928
H 3.34958 -1.85028 7.09203
H 3.35501 -3.29013 6.02902
H 2.62157 -1.76080 5.45844
C -6.89194 2.76469 5.12777
N -8.24227 2.35816 5.60398
O -8.57576 2.70150 6.71681
O -8.91519 1.70594 4.83332
H -6.40498 3.33621 5.90885
H -6.33541 1.85977 4.90628
H -7.02736 3.36595 4.23401
C 4.24388 -3.86107 -0.95020
N 4.68691 -2.80847 -1.90490
O 5.75858 -2.27726 -1.70112
O 3.93701 -2.55205 -2.82602
H 5.00362 -3.98075 -0.18649
H 3.30473 -3.53178 -0.51228
H 4.11148 -4.77698 -1.50929
C 2.32736 -7.54917 -3.85954
N 3.14267 -6.67223 -2.97883
O 4.06708 -6.06100 -3.48093
O 2.84031 -6.62035 -1.80292
H 2.71748 -7.48546 -4.86029
H 2.40520 -8.55943 -3.47293
H 1.30205 -7.19133 -3.81304
C 5.87869 -8.24894 -5.98991
N 5.01867 -9.44042 -5.74827
O 5.53735 -10.52981 -5.76923
O 3.83514 -9.22818 -5.54123
H 6.89382 -8.58875 -6.15567
H 5.48757 -7.73808 -6.86456
H 5.81289 -7.61498 -5.10980
*
```



No. 2
Entry from the OMol25 dataset: C28H22N5O4Pb as an isolated structure at a distorted geometry (ωB97M-V/def2-TZVPD).

- HOMO energy: -10.041 eV

Geometry as ORCA input:
```
! wB97M-V def2-TZVPD RIJCOSX def2/J DEFGRID3
* xyz 1 1
Pb 1.53626 -0.62353 1.06308
O -1.12498 6.11354 1.07047
C -0.26749 5.75187 0.25644
O 0.29645 6.30908 -0.69193
C 0.17826 4.26713 0.45286
C -0.33084 3.49832 1.48593
C 0.06200 2.18103 1.61699
N 0.93461 1.60973 0.76262
C 1.47475 2.36396 -0.21740
C 1.11083 3.68560 -0.39233
C 2.50807 1.73215 -1.07884
C 3.05274 2.38131 -2.18613
C 4.03618 1.74198 -2.91990
C 4.45242 0.47154 -2.54648
C 3.85112 -0.11094 -1.44798
N 2.90828 0.50503 -0.73594
C -0.42674 1.35409 2.74721
C -1.57096 1.69109 3.46446
C -1.95416 0.88861 4.52389
C -1.20007 -0.23259 4.83717
C -0.09495 -0.51229 4.05758
N 0.28768 0.26706 3.04729
H -1.01486 3.98958 2.16427
H 1.51974 4.33088 -1.15726
H 2.71515 3.36564 -2.46902
H 4.47513 2.23367 -3.77681
H 5.22387 -0.05365 -3.08961
H 4.13199 -1.10333 -1.11632
H -2.15009 2.56056 3.19330
H -2.83778 1.13371 5.09729
H -1.46411 -0.88046 5.66006
H 0.51392 -1.38841 4.24789
C 1.17606 -1.11609 -3.45677
C 1.04375 -1.68232 -2.07725
O 0.42628 -1.02987 -1.19474
C 1.68498 -2.89697 -1.72610
C 1.31513 -3.61822 -0.59845
C 2.20960 -4.58842 0.11181
N 0.04408 -3.60558 -0.25235
N -1.10447 -3.28119 -0.29449
C -1.55199 -2.01371 0.31194
O -0.87517 -1.37920 1.10034
C -2.91766 -1.68090 -0.05603
C -3.75465 -2.58704 -0.71746
C -5.04225 -2.20410 -1.04888
C -5.48886 -0.92865 -0.73469
C -4.65708 -0.02263 -0.08089
C -3.37662 -0.39604 0.26392
H 1.82312 -0.23642 -3.40915
H 0.19676 -0.77299 -3.79112
H 1.58597 -1.82682 -4.16864
H 2.41121 -3.34556 -2.38919
H 2.98382 -4.92814 -0.57212
H 1.65828 -5.44391 0.49432
H 2.70536 -4.08953 0.94656
H -3.40511 -3.58005 -0.95223
H -5.69895 -2.90060 -1.55021
H -6.49493 -0.63356 -1.00042
H -5.01394 0.97119 0.15073
H -2.71514 0.29534 0.76873
*
```



No. 3
Entry from the OMol25 dataset: an isolated ion of composition C11H19FN3O2 and charge +1 at a distorted geometry (ωB97M-V/def2-TZVPD).

- HOMO energy: -13.136 eV

Geometry as ORCA input:
```
! wB97M-V def2-TZVPD RIJCOSX def2/J DEFGRID3
* xyz 1 1
C 4.80110 0.62395 -0.25081
C 3.38323 0.14186 0.11161
C 2.76806 -0.76397 -0.94060
F 3.67706 -1.55621 -1.54192
C 1.71295 -1.61107 -0.32637
N 1.78494 -2.84170 0.04723
N 0.56737 -3.10408 0.57172
C -0.24866 -2.07963 0.53899
C -1.61851 -2.04811 1.06431
C -2.67572 -1.67265 0.02914
C -2.47009 -0.34622 -0.72043
C -2.06033 0.85418 0.12220
O -3.16588 1.73890 0.27759
C -2.95483 3.00335 -0.25099
C -1.89847 3.87629 0.37803
O -3.63230 3.39365 -1.17549
N 0.47274 -1.11009 -0.03896
H 4.84658 1.69918 -0.18158
H 5.11950 0.28388 -1.22039
H 5.49692 0.24203 0.47785
H 2.73836 0.98910 0.29960
H 3.44316 -0.39495 1.05101
H 2.26984 -0.16727 -1.70528
H 0.37839 -4.01840 0.95230
H -1.63056 -1.38830 1.92275
H -1.83622 -3.03851 1.44338
H -3.65186 -1.70244 0.48668
H -2.68487 -2.45687 -0.71819
H -3.42768 -0.08681 -1.14773
H -1.81444 -0.50604 -1.56754
H -1.71405 0.59882 1.12126
H -1.25223 1.37894 -0.38798
H -2.33959 4.61622 1.02407
H -1.17328 3.28209 0.92133
H -1.36850 4.34285 -0.43597
H 0.15788 -0.17196 -0.23082
*
```